# C5H11O2

A 2-piece molecular cluster, C5H11O2 overall at a distorted geometry (ωB97M-V with the def2-TZVPD basis set, the OMol25 dataset).

Properties
Total charge ... -1
Energy relative to the best compared isomer or geometry (same formula, charge and spin) ... 81.8 kcal/mol
HOMO-LUMO gap ... 6.88 eV
M ... 103.1 g mol⁻¹

Cartesian coordinates (Å):
C 0.13091 0.81831 1.01602
O 0.43566 2.06536 1.43455
C -0.16892 0.84645 -0.55978
C 0.41743 -0.27748 -1.55209
C -0.10837 -1.63618 -1.23608
C -0.75869 -2.46988 -2.11339
H 1.10012 0.08581 1.19007
H -0.77563 0.25294 1.49580
H 0.49550 1.66446 -0.71882
H -1.21041 1.23455 -0.64718
H 0.28164 0.20020 -2.58315
H 1.59197 -0.21704 -1.56662
H 0.06453 -1.99148 -0.21508
H -1.29739 -1.91329 -2.97279
H -1.06604 -3.50569 -1.93648
H -0.34976 1.83292 4.11699
H 0.73522 1.66643 2.96735
O 0.48224 1.34360 3.88068

=====

# C3H3NO2

C3H3NO2 in the gas phase at a distorted geometry (ωB97M-V with the def2-TZVPD basis set, the OMol25 dataset).

Properties
Total charge ... 0
SMILES ... N#C[C@@H](O)C=O
Energy relative to the best compared isomer or geometry (same formula, charge and spin) ... 82.9 kcal/mol
HOMO-LUMO gap ... 10.15 eV
M ... 85.1 g mol⁻¹

Cartesian coordinates (Å):
O 1.40599 -0.22464 -0.68992
C 0.19215 -0.24676 -0.04945
C -0.41512 1.12474 0.03496
O 0.23722 2.09478 -0.28538
C -0.58116 -1.45192 -0.07425
N -1.15426 -2.44353 0.12474
H 1.69767 0.71297 -0.68922
H -0.00110 -0.82651 1.13043
H -1.42448 1.19488 0.45803

=====

# C33H37ClO2PbSi2

C33H37ClO2PbSi2 as an isolated structure at a distorted geometry (ωB97M-V with the def2-TZVPD basis set, the OMol25 dataset).

Properties
Total charge ... +2
Energy relative to the best compared isomer or geometry (same formula, charge and spin) ... 41.9 kcal/mol
HOMO-LUMO gap ... 4.02 eV
M ... 764.5 g mol⁻¹

Cartesian coordinates (Å):
C -1.65759 -0.68914 5.97493
C -2.55785 -0.06645 5.02277
C -2.71274 -0.96976 3.88901
H -2.98616 0.97027 5.10637
C -1.88583 -2.15334 4.14605
C -1.24656 -1.97034 5.44027
H -0.50814 -2.67029 5.91454
H -1.34945 -0.26029 6.96699
H -3.16964 -0.70256 2.89482
H -1.60912 -2.93123 3.37922
Pb -0.31182 -0.23319 3.66916
Si 2.98094 0.18678 -4.60830
C 1.99675 1.68252 -5.10731
C 2.42108 2.50133 -6.17560
H 3.32875 2.24782 -6.73647
C 1.67692 3.63925 -6.53241
H 2.01053 4.27264 -7.36276
C 0.50652 3.97782 -5.83234
H -0.07241 4.87092 -6.11142
C 0.08236 3.16051 -4.76876
H -0.83346 3.41106 -4.22199
C 0.81804 2.01764 -4.40919
H 0.46460 1.38885 -3.58156
C 2.07548 -1.36940 -5.05646
C 0.85506 -1.31103 -5.75984
H 0.42440 -0.34388 -6.04831
C 0.17583 -2.49272 -6.10215
H -0.76785 -2.43436 -6.65467
C 0.69552 -3.74779 -5.74028
H 0.16064 -4.66989 -6.01042
C 1.90586 -3.80607 -5.02711
H 2.31395 -4.78216 -4.74020
C 2.59147 -2.63000 -4.68215
H 3.53108 -2.69437 -4.12024
H 3.23609 0.17951 -3.15842
Si -0.15890 0.02482 1.22916
C -0.78536 -1.61092 0.69980
C -1.84530 -1.57137 -0.22070
H -2.28781 -0.61088 -0.50693
C -2.34438 -2.76525 -0.75310
H -3.18446 -2.72310 -1.44719
C -1.77186 -3.99583 -0.39866
H -2.16726 -4.92898 -0.82331
C -0.68444 -4.02474 0.49153
H -0.22718 -4.97895 0.76290
C -0.17852 -2.83919 1.04162
H 0.67249 -2.87076 1.73185
C -1.30102 1.36914 0.78161
C -2.53822 1.69023 1.37698
H -2.86580 1.20866 2.30304
C -3.36323 2.64794 0.76619
H -4.32203 2.89942 1.22710
C -2.96475 3.28701 -0.41896
H -3.60992 4.04545 -0.88443
C -1.73245 2.95283 -1.00516
H -1.40522 3.44396 -1.92321
C -0.90628 1.99005 -0.41252
H 0.04989 1.74038 -0.88003
H 4.27568 0.25410 -5.31104
Cl 1.71511 0.37692 0.77242
C 2.03126 -1.71463 5.14670
O 1.94933 -0.55480 4.26498
C 2.24694 0.74030 4.86335
C 1.68399 1.92321 4.02758
O 0.21395 2.07975 3.97446
C -0.43854 2.57675 5.18266
H 1.54733 -2.58499 4.63655
H 3.12395 -1.80513 5.24153
H 1.52555 -1.51900 6.12290
H 1.87340 0.76184 5.91475
H 3.34401 0.71683 4.78796
H 1.98809 2.86182 4.52593
H 1.98456 1.82306 2.95485
H 0.03046 3.57228 5.25164
H -0.22299 1.93910 6.07965
H -1.53334 2.59405 4.96975

=====

# C9H12N5

An isolated ion of composition C9H12N5 and charge +1 at a distorted geometry (ωB97M-V with the def2-TZVPD basis set, the OMol25 dataset).

Properties
Total charge ... +1
SMILES ... NC1=CNC=[NH+][C@@]1(N)c1cccnc1
Energy relative to the best compared isomer or geometry (same formula, charge and spin) ... 28.5 kcal/mol
HOMO-LUMO gap ... 8.28 eV
M ... 190.2 g mol⁻¹

Cartesian coordinates (Å):
C 1.81878 2.34487 -1.62160
C 0.90217 2.02383 -0.63828
C 2.69617 1.35454 -1.99718
C 1.64064 -0.21618 -0.92378
C 0.71280 0.68337 -0.34069
C -1.36471 -1.98555 -0.24572
C 0.32661 -2.23385 1.38995
C -1.37420 -0.64127 -0.13050
C -0.39216 0.16094 0.71390
N 2.63592 0.11913 -1.65698
N -0.44877 -2.78085 0.42151
N 0.35906 -0.88838 1.54450
N -2.24671 0.03630 -1.00367
N -0.93766 1.10024 1.51282
H 1.78862 3.26986 -2.07585
H 0.23496 2.92906 -0.42677
H 3.47331 1.48808 -2.72188
H 1.62228 -1.29029 -0.81278
H -2.11502 -2.39998 -0.90414
H 0.95975 -2.73940 2.11523
H -0.68606 -3.85203 0.45145
H 1.13207 -0.46725 1.93947
H -3.17174 -0.40474 -1.22657
H -2.24513 0.99354 -0.72033
H -1.70860 0.81906 2.16132
H -0.23446 1.52670 2.24637

=====

# C20H22N2O2S

C20H22N2O2S in the gas phase (ωB97M-V with the def2-TZVPD basis set, the OMol25 dataset).

Properties
Total charge ... 0
SMILES ... O=C(CCSc1ccccc1)Nc1ccccc1C(=O)N1CCCC1
Energy relative to the best compared isomer or geometry (same formula, charge and spin) ... 9.1 kcal/mol
HOMO-LUMO gap ... 8.64 eV
M ... 354.5 g mol⁻¹

Cartesian coordinates (Å):
O 1.14103 -2.41284 -0.18310
C 0.52758 -1.43968 -0.56299
N 1.07634 -0.23835 -0.87828
C 2.41538 0.13710 -0.89574
C 3.45012 -0.79445 -0.85667
C 4.76385 -0.38297 -0.96587
C 5.06672 0.95877 -1.13262
C 4.04982 1.89470 -1.13106
C 2.72272 1.51004 -0.97601
C 1.61701 2.50735 -0.95048
O 0.55860 2.30460 -1.54781
N 1.80055 3.63538 -0.23819
C 2.81870 3.87722 0.76975
C 2.17109 4.83901 1.78237
H 2.56871 5.84494 1.64815
C 0.68209 4.81757 1.43412
H 0.18413 3.98662 1.93524
C 0.70622 4.57576 -0.07017
H 0.93145 5.49982 -0.61335
H -0.21023 4.14113 -0.46911
H 0.17562 5.74177 1.70116
H 2.36240 4.53145 2.80823
H 3.11879 2.93271 1.23057
H 3.70588 4.33761 0.32598
H 4.28508 2.93660 -1.28361
H 6.09042 1.27585 -1.26050
H 5.55452 -1.11769 -0.94517
H 3.20736 -1.83907 -0.75680
H 0.45793 0.51814 -1.17692
C -0.99176 -1.42163 -0.67381
C -1.56685 -0.78266 0.58515
H -1.19857 -1.26917 1.48824
H -1.31841 0.27825 0.63246
S -3.39083 -0.80789 0.60583
C -3.81005 -2.52436 0.74117
C -5.12204 -2.85908 0.41816
C -5.54763 -4.16870 0.51494
C -4.66864 -5.15795 0.92741
C -3.36633 -4.82230 1.25163
C -2.93187 -3.51038 1.16725
H -1.91378 -3.27950 1.43782
H -2.67425 -5.58480 1.57751
H -4.99801 -6.18372 0.99659
H -6.56732 -4.41909 0.26230
H -5.79641 -2.08102 0.09359
H -1.34141 -2.45161 -0.76246
H -1.31100 -0.85968 -1.55250

=====

# C2H2ClO4

C2H2ClO4 as an isolated structure at a distorted geometry (ωB97M-V with the def2-TZVPD basis set, the OMol25 dataset).

Properties
Total charge ... -1
Energy relative to the best compared isomer or geometry (same formula, charge and spin) ... 19.7 kcal/mol
HOMO-LUMO gap ... 7.45 eV
M ... 125.5 g mol⁻¹

Cartesian coordinates (Å):
C 0.99065 1.17363 -0.05176
C -0.60074 0.10399 0.06560
O 1.10137 1.61667 -1.14389
O 1.47971 1.19530 1.09593
O -0.52935 -0.41572 1.33254
O -0.64664 -0.81662 -0.93886
Cl -1.85643 1.38454 -0.09876
H 0.43990 0.00107 1.64005
H -0.10794 -0.33887 -1.75083